Record 1
45
Properties=species:S:1:pos:R:3:forces:R:3:lowdin_charge:R:1 method="wB97M-V/def2-TZVPD" spin_multiplicity=1 max_force_ha_per_bohr=0.1749 relative_energy_kcal_mol=0.0 lumo_energy_ev=-1.07 gap_ev=5.20 energy_ha=-2150.4887
C 0.53081 -4.27896 0.02997 0.645 1.281 0.036 -0.067
C 0.38483 -2.92764 0.91814 -1.278 0.198 -1.335 -0.367
C 1.47418 -2.68312 2.06015 0.547 -1.102 0.118 -0.074
N -0.62343 -2.14058 0.61208 1.919 -3.029 1.097 0.053
B -1.46050 -1.74056 1.82191 -0.550 2.246 -1.081 -0.852
C -2.44864 -0.46593 1.41566 -0.204 1.004 1.073 -0.253
C -1.71455 0.97947 1.50714 -0.561 0.515 -1.113 -0.211
C -0.57862 1.25290 0.37734 0.178 -0.344 0.224 -0.262
C 0.38848 2.50317 0.69264 -0.241 -0.785 -0.970 -0.191
C 0.45945 3.51797 -0.57600 -0.015 0.925 1.632 -0.205
C 1.96055 4.04458 -0.75209 -0.085 -0.132 -0.387 -0.248
C 2.87102 3.19616 -1.77445 -0.281 1.194 -0.392 -0.444
S 2.71605 1.34549 -1.64449 -0.730 -0.225 -1.436 0.945
C 1.45638 0.76050 -2.85124 -3.541 -2.265 0.856 -0.483
N 0.44037 -0.10840 -2.39352 3.068 2.601 -0.791 -0.076
N -0.45802 -0.44168 -3.38534 6.100 3.872 -5.356 -0.136
C 0.09308 0.27017 -4.51484 -1.880 -2.273 3.105 -0.064
O 1.26922 1.00564 -4.24289 -2.558 -2.117 1.588 0.012
P -2.68707 -3.19329 2.26985 2.129 -2.081 -0.936 0.715
O -2.02641 -4.59617 2.25082 -1.241 1.714 0.355 -0.556
H -0.38549 -4.96072 0.17764 1.477 1.260 0.003 0.075
H 0.57695 -3.92028 -1.06674 -0.057 -0.739 1.597 0.070
H 1.50635 -4.79364 0.32153 -1.352 0.370 -0.592 0.056
H 2.39393 -3.33570 1.80237 -1.413 0.975 0.324 0.065
H 1.13623 -3.06075 3.09777 0.362 0.827 -1.638 0.091
H 1.87241 -1.60798 2.10674 -1.059 -1.453 -0.008 0.076
H -0.83973 -1.40576 2.78182 0.195 -0.018 0.772 0.069
H -2.97110 -0.60647 0.39432 0.588 0.225 1.352 0.039
H -3.28923 -0.46241 2.21223 0.936 0.345 -1.315 0.089
H -1.25021 1.22047 2.52040 -0.684 -0.767 -1.217 0.111
H -2.53954 1.77627 1.33093 1.340 -0.856 0.373 0.105
H 0.12612 0.35055 0.23234 -1.496 1.106 0.258 0.099
H -1.12054 1.41050 -0.64300 1.851 0.894 2.795 -0.025
H 1.44780 2.09363 0.86539 -1.630 0.589 -0.110 0.091
H 0.04178 2.99931 1.65725 0.479 -0.314 -1.407 0.113
H -0.19283 4.42197 -0.26836 1.009 -1.290 -0.726 0.117
H -0.01644 3.09805 -1.52209 0.894 0.334 1.137 0.096
H 2.45225 4.03591 0.27503 -0.622 0.045 -1.330 0.112
H 1.96595 5.12738 -1.12592 0.076 -1.499 0.453 0.114
H 2.63442 3.48499 -2.85106 0.325 -0.367 1.407 0.088
H 3.98024 3.44021 -1.59356 -1.657 -0.614 -0.312 0.091
H -0.51089 0.13991 -5.46528 1.751 0.896 0.832 0.150
H -3.27530 -2.83184 3.52767 -0.380 -0.162 -0.449 -0.018
H -3.72835 -3.13177 1.25336 -0.018 0.101 0.849 -0.009
K -2.06198 0.21849 -1.84164 -2.335 -1.088 0.664 0.897

=====

Record 2
51
Properties=species:S:1:pos:R:3:forces:R:3:lowdin_charge:R:1 method="wB97M-V/def2-TZVPD" spin_multiplicity=1 max_force_ha_per_bohr=0.0223 relative_energy_kcal_mol=1.3 lumo_energy_ev=0.34 gap_ev=8.63 energy_ha=-1121.4942
C -6.13027 -0.60482 -0.55481 0.098 -0.003 -0.100 -0.114
N -4.79668 -0.48230 -1.09883 -0.050 -0.043 -0.080 -0.288
C -4.74039 0.48186 -2.17411 -0.033 -0.104 0.055 -0.112
C -3.76145 -0.32028 -0.10028 0.019 0.178 0.140 -0.222
C -3.82688 0.95310 0.76077 0.183 -0.345 -0.046 -0.167
C -2.65180 1.02412 1.73929 -0.428 0.079 0.064 -0.198
N -1.38716 1.17700 1.06984 -0.059 0.186 -0.152 0.064
C -0.51397 0.17621 0.86510 0.489 -0.387 0.090 -0.405
N -0.73688 -0.99187 1.47296 -0.351 0.039 0.246 0.167
C 0.06881 -1.99912 1.16900 0.324 -0.165 -0.203 -0.301
N -0.17520 -3.17961 1.75025 -0.022 -0.276 -0.060 0.178
C 1.14793 -1.83509 0.23974 -0.454 0.847 0.629 -0.043
N 1.66816 -2.92994 -0.43318 0.224 -0.518 -0.675 -0.355
O 2.12144 -2.76727 -1.56361 -0.106 -0.178 0.146 0.043
O 1.61001 -4.05083 0.09119 0.174 -0.110 -0.094 0.018
C 1.44289 -0.48089 -0.12423 -0.225 -0.149 0.018 -0.211
N 2.60551 -0.08946 -0.66930 -0.200 -0.130 0.087 -0.037
C 2.69397 1.26356 -1.17391 -0.253 0.567 0.009 -0.148
C 3.05693 2.27906 -0.08683 0.249 -0.035 -0.150 -0.177
C 4.53178 2.25404 0.30057 -0.218 -0.086 0.205 -0.213
C 5.02651 0.87343 0.72766 0.237 0.166 -0.207 -0.196
C 5.08744 -0.12124 -0.43416 -0.247 -0.018 0.282 -0.173
C 3.79395 -0.90969 -0.63763 0.547 -0.416 -0.344 -0.160
N 0.55366 0.47965 0.13248 0.142 0.234 -0.235 0.175
H -6.12366 -1.33797 0.24978 -0.069 -0.044 0.069 0.085
H -6.53613 0.34274 -0.16801 -0.034 0.009 0.035 0.081
H -6.79546 -0.96062 -1.34194 -0.104 0.001 0.036 0.082
H -5.39202 0.14260 -2.97962 -0.007 0.076 -0.078 0.082
H -3.72171 0.53652 -2.55424 0.049 0.051 -0.072 0.085
H -5.06391 1.49200 -1.87785 0.010 0.039 -0.018 0.080
H -2.80110 -0.34775 -0.62241 0.014 -0.063 0.057 0.113
H -3.80235 -1.19173 0.55952 0.096 -0.001 0.015 0.119
H -4.75520 0.96340 1.33363 -0.065 0.088 0.012 0.106
H -3.81191 1.83541 0.11690 -0.078 0.093 0.014 0.105
H -2.79051 1.87098 2.42001 0.019 -0.150 0.014 0.117
H -2.58877 0.10266 2.31951 -0.068 0.159 0.062 0.108
H -1.21890 2.01587 0.53675 0.109 -0.080 0.050 0.146
H -1.03564 -3.28315 2.25838 -0.023 0.084 -0.018 0.112
H 0.34893 -3.98100 1.41187 -0.138 0.215 0.208 0.083
H 1.71083 1.51844 -1.57449 0.217 -0.015 -0.085 0.115
H 3.42310 1.28471 -1.98481 -0.030 -0.020 -0.042 0.128
H 2.43504 2.07140 0.78473 -0.041 0.057 -0.016 0.105
H 2.80350 3.27777 -0.44694 -0.083 0.051 0.004 0.111
H 4.68711 2.95706 1.12211 0.050 0.062 -0.042 0.107
H 5.13449 2.59939 -0.54347 0.074 0.047 -0.012 0.111
H 4.38232 0.47986 1.51648 0.001 -0.049 0.126 0.118
H 6.02874 0.98613 1.14685 -0.031 -0.036 0.070 0.107
H 5.86612 -0.86163 -0.24022 -0.015 -0.025 -0.098 0.114
H 5.36925 0.40304 -1.34814 0.065 -0.023 -0.054 0.107
H 3.69164 -1.61219 0.19674 -0.002 0.045 -0.114 0.131
H 3.86790 -1.50357 -1.55905 0.045 0.097 0.256 0.120

=====

Record 3
9
Properties=species:S:1:pos:R:3:forces:R:3:lowdin_charge:R:1 method="wB97M-V/def2-TZVPD" spin_multiplicity=1 max_force_ha_per_bohr=0.1136 relative_energy_kcal_mol=26.1 lumo_energy_ev="-2.06 / -2.06" gap_ev="6.08 / 6.07" energy_ha=-1076.3929
C -0.67137 -1.50836 -0.27579 0.456 1.059 0.889 -0.261
N 0.62245 1.08593 0.10371 1.605 0.457 4.521 -0.382
F 2.87523 1.38111 0.56946 0.310 0.255 1.293 -0.354
F -0.88514 0.72647 -1.65379 -0.327 -0.700 1.714 -0.212
F -1.99474 0.87921 0.52875 2.048 -0.813 -0.116 -0.176
P 1.53163 1.21549 1.42441 -0.411 0.150 -3.872 0.902
P -0.67708 0.19467 -0.11915 -2.924 -1.633 -4.785 0.472
H -0.55923 -2.08389 0.68605 -0.134 0.490 -1.342 -0.009
H -0.24175 -1.89064 -1.26365 -0.622 0.735 1.698 0.020

=====

Record 4
65
Properties=species:S:1:pos:R:3:forces:R:3:mulliken_spin:R:1 method="wB97M-V/def2-TZVPD" total_charge=+3 spin_multiplicity=5 max_force_ha_per_bohr=0.0242 relative_energy_kcal_mol=6.9 lumo_energy_ev="-7.55 / -11.21" gap_ev="8.38 / 5.89" energy_ha=-3369.5876
Rh 0.43243 0.09335 -0.10871 0.244 0.333 0.933 2.457
C 0.63340 2.10346 -3.29181 0.078 -0.109 0.410 0.015
P 0.03896 0.57586 -2.49840 -0.192 -0.116 -1.159 0.262
C -1.74221 0.54323 -2.90998 0.128 0.026 0.294 0.022
C 0.70373 -0.81091 -3.48204 -0.014 0.249 0.276 0.028
C 0.64937 -0.73599 -4.87131 0.013 -0.091 -0.007 0.001
C 1.09536 -1.79677 -5.64117 -0.017 0.077 -0.020 0.002
C 1.59682 -2.93533 -5.03053 0.059 -0.110 0.055 0.003
C 1.65384 -3.02055 -3.65025 -0.046 0.111 0.030 0.000
C 1.21646 -1.95463 -2.86791 -0.136 0.135 0.383 -0.006
P 1.37055 -2.03384 -1.05030 0.505 -0.744 -0.784 0.242
C 3.14964 -2.31441 -0.78336 -0.164 0.225 0.210 0.025
C 0.65077 -3.63935 -0.55543 -0.171 0.360 0.195 0.021
H 0.12946 2.24707 -4.24655 0.028 -0.073 -0.051 0.009
H 1.71149 2.05083 -3.43550 0.000 0.019 -0.028 -0.001
H 0.40180 2.94125 -2.63766 -0.009 0.012 -0.009 0.008
H -1.84360 0.60862 -3.99451 0.024 0.009 0.016 0.006
H -2.24501 1.39073 -2.44560 -0.039 0.014 0.001 -0.002
H -2.19176 -0.38637 -2.56310 0.024 0.024 -0.008 0.000
H 0.25655 0.13995 -5.36404 -0.042 0.120 -0.062 0.001
H 1.05021 -1.73573 -6.71845 0.007 0.012 -0.058 0.000
H 1.95490 -3.75881 -5.62855 -0.005 -0.081 -0.075 0.000
H 2.04029 -3.91738 -3.18926 0.082 -0.091 0.007 0.002
H 3.47926 -3.18045 -1.35596 -0.055 -0.017 -0.055 0.006
H 3.32716 -2.49896 0.27452 0.057 -0.018 0.058 -0.001
H 3.72502 -1.44391 -1.09033 0.050 0.033 -0.052 0.000
H 1.14414 -4.44805 -1.09421 0.046 0.046 -0.044 0.007
H -0.41812 -3.67624 -0.75727 -0.015 0.026 -0.026 0.001
H 0.82358 -3.77736 0.51151 -0.010 -0.066 0.033 0.005
S 2.69976 0.44079 1.07234 -0.104 -0.457 -0.493 0.295
C 2.44708 1.19981 2.54926 -0.063 0.319 0.640 -0.029
N 3.37727 1.84617 3.22733 -0.227 -0.409 -0.563 0.029
C 2.98282 2.53974 4.43956 0.036 0.452 0.566 0.002
C 1.61401 1.99745 4.85330 -0.258 -0.291 0.059 0.001
S 0.92278 1.16263 3.37595 0.197 0.139 -0.032 0.014
H 4.32229 1.92899 2.87281 -0.047 -0.020 -0.069 0.002
H 2.94618 3.62006 4.25120 0.015 -0.217 -0.030 0.001
H 3.71934 2.35865 5.22560 -0.064 0.041 -0.107 0.000
H 0.91630 2.77681 5.14954 0.129 0.036 0.054 0.000
H 1.68053 1.25346 5.64867 0.025 0.116 -0.089 0.000
S -1.76777 -0.00776 0.64584 0.059 0.697 -0.405 0.471
C -2.75082 -1.16718 1.49844 0.265 -0.377 0.158 0.003
N -2.28676 -1.81495 2.55113 0.161 0.166 -0.176 0.010
C -3.11357 -2.72097 3.34213 -0.485 -0.433 0.312 -0.002
C -4.57854 -2.31636 3.21083 0.129 0.020 -0.141 0.002
C -4.94859 -2.19729 1.73706 -0.416 -0.467 0.431 -0.001
N -3.98708 -1.33036 1.07001 0.300 0.263 -0.180 0.030
H -1.33298 -1.65106 2.84360 -0.147 0.102 -0.130 0.008
H -2.79016 -2.66204 4.38250 0.029 -0.008 -0.129 0.000
H -2.96674 -3.74853 2.99176 0.038 0.127 0.066 0.001
H -4.74824 -1.36184 3.71298 -0.008 -0.029 0.006 0.000
H -5.21017 -3.06425 3.68617 0.018 0.018 0.007 0.000
H -5.94375 -1.76543 1.62156 0.124 -0.009 -0.047 0.000
H -4.94430 -3.17944 1.25176 -0.016 0.131 0.032 0.003
H -4.29075 -0.81620 0.25371 0.155 0.012 0.085 0.005
C 1.51203 4.92462 -0.22509 -0.213 -0.385 0.337 0.005
S 0.77141 3.62874 0.81954 -0.386 1.167 -0.191 0.010
C -0.92548 4.28591 0.92135 0.534 -0.121 0.077 0.003
O 0.63089 2.43383 -0.09826 -0.305 -0.889 -0.708 0.021
H 0.95280 5.06644 -1.14433 -0.215 -0.105 -0.022 0.000
H 2.53228 4.63424 -0.45605 0.079 -0.115 0.084 0.000
H 1.51724 5.84278 0.35257 0.021 0.151 0.121 0.002
H -0.88062 5.28069 1.35378 -0.013 0.122 0.088 0.001
H -1.51219 3.63049 1.56133 0.103 -0.057 0.050 0.000
H -1.36096 4.32207 -0.07372 0.122 -0.004 -0.124 0.000

=====

Record 5
46
Properties=species:S:1:pos:R:3:forces:R:3:lowdin_charge:R:1 method="wB97M-V/def2-TZVPD" total_charge=+2 spin_multiplicity=1 max_force_ha_per_bohr=0.0086 lumo_energy_ev=-4.70 gap_ev=9.99 energy_ha=-3932.1801
Mg 0.50182 0.50877 0.52739 -0.196 0.022 -0.061 0.723
O 6.38112 2.10443 1.55002 -0.092 -0.099 -0.015 0.138
C 5.14035 1.65074 1.39980 0.228 0.085 0.052 -0.280
C 4.80954 0.29254 1.37167 -0.092 0.031 -0.006 0.035
C 3.49094 -0.05378 1.21587 -0.063 -0.059 0.060 -0.085
N 2.49706 0.84757 1.09559 0.096 0.051 -0.035 -0.053
C 2.85364 2.13784 1.11878 -0.219 0.105 0.003 -0.680
Br 1.40000 3.34117 0.91360 0.138 -0.084 0.027 0.914
C 4.13081 2.60716 1.26465 -0.055 -0.097 0.006 0.000
H 7.01643 1.38305 1.65330 0.022 0.050 0.000 0.140
H 5.56496 -0.47459 1.47238 0.008 0.004 0.001 0.133
H 3.19436 -1.09451 1.18927 -0.006 0.005 -0.021 0.131
H 4.36033 3.66169 1.28086 0.009 0.002 -0.001 0.136
C -3.69350 2.16625 1.82136 0.055 -0.158 -0.024 0.031
N -3.19294 0.83466 2.20043 -0.222 -0.045 0.045 -0.025
C -3.92105 0.05793 3.05779 0.010 0.078 -0.075 -0.006
C -3.48567 -1.14832 3.46387 0.040 0.040 -0.054 0.030
C -2.21978 -1.57580 2.95862 0.013 -0.132 0.061 -0.346
N -1.50835 -0.81476 2.12830 -0.032 0.127 -0.002 0.188
C -1.98976 0.37810 1.75461 0.430 0.039 0.092 -0.463
O -1.28902 1.11549 0.99762 -0.121 0.013 0.070 -0.080
N -1.71142 -2.75629 3.30948 -0.011 0.041 -0.004 0.197
H -4.76704 2.09743 1.66739 -0.006 0.041 0.018 0.104
H -3.21023 2.46732 0.90002 0.001 0.037 0.003 0.094
H -3.47238 2.88293 2.60940 0.008 0.033 -0.020 0.111
H -4.86173 0.48221 3.38009 -0.005 -0.026 0.018 0.148
H -4.07051 -1.75337 4.13880 0.016 -0.018 0.001 0.126
H -2.19056 -3.36528 3.94912 -0.005 -0.004 -0.001 0.128
H -0.81602 -3.03815 2.94872 -0.004 -0.009 -0.005 0.125
O 0.69069 -1.20971 -0.60049 -0.062 0.032 -0.199 0.000
C 0.60175 -0.49553 -1.62954 0.060 -0.130 0.403 -0.588
O 0.50233 0.76056 -1.56035 -0.002 0.030 -0.183 -0.027
C 0.63385 -1.15902 -2.99388 0.148 0.179 -0.262 -0.141
N 0.38493 -0.06914 -4.02088 -0.064 -0.143 -0.026 0.113
C -1.00660 -0.28605 -4.61292 0.242 0.092 0.013 -0.067
C -1.65382 -1.28640 -3.66930 -0.110 0.028 -0.029 -0.133
C -0.48715 -2.16528 -3.22506 0.021 -0.040 0.042 -0.098
H 1.63591 -1.55841 -3.14651 -0.042 -0.090 0.018 0.176
H 1.09872 -0.07120 -4.74546 -0.010 0.027 -0.029 0.186
H 0.44410 0.82222 -3.51016 -0.035 0.027 0.082 0.159
H -0.86107 -0.69114 -5.61157 -0.049 -0.032 0.005 0.139
H -1.49733 0.67990 -4.68513 -0.056 -0.025 -0.003 0.138
H -2.43890 -1.84322 -4.17577 0.013 -0.023 0.017 0.132
H -2.10659 -0.77280 -2.81910 0.031 0.001 0.016 0.127
H -0.20394 -2.86278 -4.01384 -0.001 -0.004 0.006 0.135
H -0.67829 -2.73444 -2.31887 -0.029 -0.002 -0.004 0.133

=====

Record 6
8
Properties=species:S:1:pos:R:3:forces:R:3:lowdin_charge:R:1 method="wB97M-V/def2-TZVPD" spin_multiplicity=1 max_force_ha_per_bohr=0.0369 relative_energy_kcal_mol=10.4 lumo_energy_ev=0.24 gap_ev=10.20 energy_ha=-656.4662
S -0.58343 -1.17737 -1.69339 -0.023 -0.471 0.742 0.836
C -0.09516 0.04534 -0.56696 0.106 -0.390 1.504 -0.819
N 0.09431 1.27622 -0.84667 0.307 1.729 -0.050 0.006
N 0.47046 1.90079 0.33272 0.053 0.143 -0.813 -0.038
N 0.51996 1.07555 1.28592 -0.334 -0.415 0.053 -0.023
N 0.13335 -0.10845 0.78181 0.069 -1.897 0.027 -0.005
H -0.70764 -2.02435 -0.64348 -0.143 -0.217 -0.664 -0.123
H 0.16814 -0.98773 1.35005 -0.036 1.516 -0.799 0.165